(1)
This record from the OMol25 dataset describes a cluster of 2 separate species, C3H5ClO in total in a non-equilibrium geometry. The level of theory is ωB97M-V/def2-TZVPD.

Positions of all 10 atoms, in Å:
H  0.317  -1.263  -1.441
C  -0.427  -1.494  -0.658
H  0.416  -1.613  1.675
Cl  -2.126  0.807  0.433
H  -1.145  -2.227  -1.176
C  -0.083  -1.316  0.801
H  0.829  2.065  -0.446
H  1.863  3.190  0.127
C  -0.988  -0.456  0.367
O  1.344  2.307  0.318

Results
Charge   0
M   92.52 g/mol
HOMO level   -9.2 eV
Energy above the lowest of the compared OMol25 structures with the same formula, charge and spin   307.9 kJ/mol
Orbital gap   9.97 eV

(2)
This record from the OMol25 dataset describes a structure of composition C30H33N12ORuS2 in a non-equilibrium geometry. The level of theory is ωB97M-V/def2-TZVPD.

Positions of all 79 atoms, in Å:
Ru  0.141  -0.907  0.329
H  -0.949  3.018  -2.774
C  -3.904  -1.890  1.088
H  0.156  3.880  1.823
C  -4.989  -2.571  -0.959
N  -1.760  -1.422  0.324
H  4.980  -3.121  -0.180
H  3.030  1.367  -2.480
C  1.434  -0.290  4.397
C  3.049  -2.291  0.419
C  -0.912  -0.644  4.550
H  -1.767  -1.492  -4.457
C  -0.971  -0.813  3.164
C  4.502  -1.321  -1.198
C  1.321  -0.451  3.038
H  3.055  5.436  -0.521
H  -7.080  -2.762  1.713
H  -4.957  -2.751  -2.025
H  -1.839  -0.735  5.096
N  3.612  -0.344  -1.446
S  4.041  1.348  1.236
C  1.396  -1.658  -2.334
H  1.578  4.520  2.676
H  2.189  -0.344  2.398
C  -2.522  -1.791  -0.751
O  1.570  0.529  -0.814
H  0.330  -0.276  6.251
H  5.453  -1.239  -1.709
N  -2.130  1.500  -1.933
H  1.645  4.788  0.307
H  3.442  -3.894  1.618
C  -3.372  1.362  -2.516
C  3.947  0.837  -2.243
N  2.188  -1.301  0.181
N  -3.497  0.937  -0.385
C  0.357  -1.234  -4.481
C  -0.918  1.940  -2.627
C  -5.043  -2.105  1.839
C  -0.941  -1.621  -2.470
C  -6.143  -2.799  -0.214
C  -3.880  -2.116  -0.274
C  3.062  2.717  1.296
C  -2.547  -1.442  1.483
H  1.575  1.643  1.999
H  4.461  0.536  -3.155
N  3.475  3.894  0.804
H  1.922  -3.121  1.899
C  -2.210  1.230  -0.621
N  2.797  -3.154  1.401
H  -0.056  1.671  -2.022
C  4.245  -2.348  -0.346
N  -2.236  -1.140  2.679
C  2.326  -0.469  -0.940
H  0.613  3.250  3.409
H  0.435  -1.037  -5.541
H  -5.291  0.801  -1.568
N  -2.213  -1.801  -2.004
N  1.857  2.599  1.883
C  0.285  -0.389  5.176
C  -4.237  1.008  -1.539
H  2.004  -2.532  -2.073
H  4.580  1.489  -1.644
H  2.405  -0.083  4.825
H  -5.053  -1.925  2.905
S  -0.945  1.339  0.553
H  2.764  5.865  1.167
N  0.143  -0.702  2.415
C  1.002  3.624  2.463
H  -3.848  0.721  0.537
H  -7.033  -3.168  -0.706
H  -0.868  1.443  -3.592
C  -0.845  -1.457  -3.893
H  -3.535  1.542  -3.564
N  0.148  -1.631  -1.716
H  2.500  -1.280  -4.104
C  2.688  5.062  0.434
C  1.509  -1.359  -3.671
H  4.451  3.895  0.554
C  -6.170  -2.568  1.162

Results
Charge   +2
⟨S²⟩   0.761
Multiplicity   2
M   742.88 g/mol
HOMO level (alpha / beta)   -12.4 / -12.4 eV
Energy above the lowest of the compared OMol25 structures with the same formula, charge and spin   387.4 kJ/mol
Orbital gap (alpha / beta)   5.90 / 6.02 eV

(3)
This record from the OMol25 dataset describes the ion C10H16N2 with charge +2 in a non-equilibrium geometry. The level of theory is ωB97M-V/def2-TZVPD.

Positions of all 28 atoms, in Å:
H  -0.907  -1.067  -2.209
C  1.075  2.358  -0.372
N  -1.328  -1.332  -1.345
H  -2.029  -1.320  0.844
H  0.015  2.135  2.605
C  0.056  1.804  0.475
H  -2.186  2.515  0.835
H  -1.786  -2.231  -1.350
H  -0.701  -1.303  2.022
H  3.238  -0.419  -0.340
H  0.030  -2.269  -0.280
C  -1.180  0.595  1.623
C  0.912  1.038  -0.462
C  -1.506  1.663  0.507
H  -1.876  0.793  2.384
H  0.779  0.841  2.324
H  1.441  3.327  -0.715
C  1.016  -0.371  -0.700
H  2.090  -0.645  -2.726
C  -1.042  -0.826  1.028
C  2.417  -1.078  -0.492
C  1.735  -1.219  -1.825
H  -2.082  -0.640  -1.294
H  -1.889  1.361  -0.355
C  -0.186  -1.167  -0.227
N  0.031  1.390  1.960
H  2.670  -1.887  0.174
H  1.195  -2.048  -2.088

Results
Charge   +2
M   164.25 g/mol
HOMO level   -17.2 eV
Energy above the lowest of the compared OMol25 structures with the same formula, charge and spin   253.6 kJ/mol
Orbital gap   10.56 eV

(4)
This record from the OMol25 dataset describes a structure of composition C5H8NO2 in a non-equilibrium geometry. The level of theory is ωB97M-V/def2-TZVPD.

Positions of all 16 atoms, in Å:
H  -0.490  -5.087  0.152
H  1.906  2.790  -0.844
C  -0.568  -0.553  0.573
H  0.668  -4.271  1.454
C  -0.496  -1.834  1.168
O  1.096  4.097  0.404
O  1.053  4.369  -1.843
C  1.329  3.790  -0.780
H  -0.429  0.299  1.226
H  -0.474  -0.395  -0.487
H  -1.593  -1.114  0.799
C  -0.165  -4.260  0.764
H  -0.317  -2.044  2.220
N  -1.533  -2.786  -0.664
H  -1.637  -3.691  -1.116
C  -0.749  -3.053  0.417

Results
Charge   -1
M   114.12 g/mol
HOMO level   -4.0 eV
Energy above the lowest of the compared OMol25 structures with the same formula, charge and spin   502.8 kJ/mol
Orbital gap   5.17 eV

(5)
This record from the OMol25 dataset describes a cluster of 3 separate species, CH10NO2 in total. The level of theory is ωB97M-V/def2-TZVPD.

Positions of all 14 atoms, in Å:
O  -0.392  2.098  0.158
H  1.021  -0.344  -2.500
H  -0.064  2.915  0.558
H  -1.370  -1.120  -0.328
H  0.269  -0.859  -0.232
C  -0.373  -1.698  1.530
N  -0.596  -0.855  0.320
H  -0.735  0.142  0.543
H  1.898  0.800  -1.958
H  -1.269  -2.223  1.817
H  0.375  -2.442  1.307
H  0.021  -1.060  2.311
H  -0.185  2.155  -0.786
O  1.254  0.129  -1.683

Results
Charge   0
⟨S²⟩   0.750
Multiplicity   2
M   68.10 g/mol
HOMO level (alpha / beta)   -2.9 / -11.7 eV
Energy above the lowest of the compared OMol25 structures with the same formula, charge and spin   19.5 kJ/mol
Orbital gap (alpha / beta)   3.84 / 12.24 eV

(6)
This record from the OMol25 dataset describes a cluster of 14 separate species, C51H102O23S9 in total in a non-equilibrium geometry. The level of theory is ωB97M-V/def2-TZVPD.

Positions of all 185 atoms, in Å:
H  20.636  -1.223  -5.009
C  21.722  -6.032  5.249
H  13.558  2.438  5.473
H  31.843  -3.390  8.097
C  19.916  -6.492  12.464
C  31.806  -4.004  7.197
H  16.672  -10.748  7.489
H  17.669  -12.846  1.558
H  23.689  -9.548  -4.937
C  28.881  -11.195  2.166
H  11.735  -3.264  -1.570
C  14.689  -0.327  6.799
C  15.261  -11.697  8.791
H  22.039  -6.237  6.272
H  19.196  -12.732  3.703
C  21.010  -8.256  -3.354
O  29.762  -8.751  0.082
H  19.716  -3.946  3.132
H  20.043  2.582  4.250
C  12.048  -4.171  -1.052
H  21.344  4.427  2.110
O  22.021  -6.495  14.153
H  13.085  -5.425  -2.657
H  20.798  -4.165  14.306
H  29.882  -12.954  1.369
O  16.204  -15.193  2.514
H  18.114  -16.934  3.681
H  18.421  -5.374  11.557
H  30.093  -3.043  6.325
C  13.286  -4.763  -1.815
H  21.348  5.898  5.657
H  15.607  0.177  7.100
C  13.463  -11.384  6.763
H  27.307  -10.163  0.836
C  19.932  -4.784  14.539
O  12.647  -12.240  9.186
H  23.563  -12.459  13.008
H  14.061  -4.850  1.730
H  29.178  -10.345  2.780
O  20.610  -3.783  6.212
C  32.690  -3.334  6.078
O  14.619  0.286  4.475
H  21.243  -6.944  4.892
C  22.178  4.461  4.055
H  12.778  -10.573  7.012
C  18.911  -14.824  4.089
H  28.939  0.343  0.521
S  23.998  -12.732  10.590
C  20.726  -4.133  3.496
H  23.389  -4.918  4.394
H  26.772  -14.205  11.380
H  13.206  -2.997  0.241
H  23.129  4.934  3.810
C  22.711  -5.699  4.050
H  31.034  -5.772  5.523
H  21.971  2.837  2.629
H  24.252  -14.866  13.011
H  25.526  -3.553  11.475
C  25.592  -1.962  9.966
C  13.165  1.487  5.830
C  27.018  -0.673  0.286
O  18.939  4.476  5.828
H  18.884  -3.557  13.062
C  19.207  -13.636  3.095
C  24.830  -1.524  8.686
O  13.982  -13.851  7.786
H  12.882  1.682  6.865
H  17.783  -4.409  14.050
H  19.765  -7.505  12.091
H  14.778  -1.400  6.633
C  18.474  -0.445  -2.313
H  31.614  -10.337  1.090
C  30.159  -11.976  1.764
H  23.892  -1.001  8.872
H  23.113  -7.832  -4.961
H  24.696  -3.989  9.926
C  30.685  -4.790  5.204
H  12.259  1.254  5.270
O  29.453  -10.663  -1.562
H  27.035  -2.325  -1.241
C  18.612  -16.081  3.220
H  21.213  -7.233  -3.036
H  22.128  -4.862  2.001
H  20.610  -8.349  -4.363
H  15.964  -12.520  8.921
S  17.523  -15.365  1.890
C  22.325  -9.005  -3.302
H  17.794  -6.365  12.833
C  14.841  -10.714  6.455
C  12.558  -3.868  0.339
S  13.683  -12.492  8.228
H  31.422  -11.712  0.003
H  19.747  -4.580  15.594
O  31.841  -2.914  3.588
O  26.063  -1.093  0.901
H  24.050  -15.023  10.082
C  30.396  -4.066  6.549
H  29.895  -4.835  4.455
H  14.019  -0.148  7.640
C  13.359  -5.041  0.918
C  24.430  -12.803  12.444
H  21.223  6.319  3.872
H  27.763  0.634  1.832
H  21.232  -6.152  2.641
H  26.888  -0.623  -1.868
C  20.058  3.429  3.563
C  27.275  -1.274  -1.084
O  14.232  -7.137  -0.602
H  32.166  -5.017  7.377
C  18.767  -4.504  13.590
C  21.242  5.540  4.633
H  28.145  -11.786  2.712
H  25.820  -14.160  13.497
H  19.807  -14.957  4.695
S  32.191  -4.041  4.461
S  20.322  -4.789  5.189
H  20.884  -1.528  -3.372
H  19.237  -0.126  -1.602
O  18.715  5.864  3.838
H  24.319  -8.328  -3.833
H  19.212  3.207  2.912
C  14.110  0.393  5.599
H  11.712  -3.596  0.970
O  33.182  -5.029  4.098
C  20.076  -1.398  -4.091
O  24.677  -11.631  9.913
H  25.936  -15.714  11.527
C  18.358  -13.637  1.855
H  29.711  -4.601  7.206
H  15.166  -11.301  9.801
H  20.313  -8.727  -2.661
H  11.179  -4.828  -1.049
H  27.579  1.361  0.224
O  19.071  -5.503  5.140
H  23.263  -6.549  3.650
H  25.390  -0.790  8.105
O  26.443  -1.329  10.571
H  19.436  -2.280  -4.072
H  19.037  -13.676  1.003
O  19.780  -7.398  14.995
H  25.260  -12.121  12.629
O  18.997  0.648  -4.330
C  19.130  -0.313  -3.659
H  32.408  -2.282  6.067
H  23.990  -2.820  10.936
H  18.286  -1.491  -2.073
H  13.904  -3.968  -2.234
S  19.523  4.893  4.556
H  20.666  -5.937  11.900
H  28.351  -1.371  -1.228
H  21.284  -3.210  3.656
H  15.257  -11.349  5.673
H  19.456  -16.438  2.628
S  20.553  -6.482  14.211
S  14.341  -5.650  -0.511
H  27.999  -11.772  0.506
C  24.845  -14.290  10.220
C  28.209  -10.772  0.888
H  17.608  0.217  -2.294
O  22.575  -9.846  -2.448
H  18.108  -14.644  4.804
H  30.849  -12.040  2.605
O  17.728  -16.092  0.650
C  27.883  0.463  0.763
H  15.640  -9.494  8.210
S  29.586  -10.191  -0.161
C  25.060  -14.196  12.716
H  12.724  -5.865  1.245
C  30.909  -11.088  0.736
C  18.600  -5.673  12.590
C  24.965  -3.187  10.614
H  20.245  -13.727  2.775
C  21.723  -5.228  2.944
C  23.419  -8.675  -4.342
H  25.377  -14.219  9.272
H  22.465  3.710  4.790
H  14.786  -9.739  5.972
H  24.606  -2.335  7.993
O  22.549  -12.904  10.528
O  15.660  -5.023  -0.486
H  33.779  -3.295  6.119
C  25.776  -14.648  11.370
C  21.451  3.740  2.949
H  13.009  -11.877  5.903
C  15.656  -10.503  7.797

Results
Charge   0
M   1371.96 g/mol
HOMO level   -9.6 eV
Orbital gap   9.43 eV

(7)
This record from the OMol25 dataset describes the ion C6H6N with charge +1 in a non-equilibrium geometry. The level of theory is ωB97M-V/def2-TZVPD.

Positions of all 13 atoms, in Å:
H  -0.583  -1.583  0.324
N  -1.156  0.211  -0.010
H  1.818  2.118  -0.275
C  -1.562  -1.197  0.106
H  -1.751  -1.504  -0.913
C  1.311  1.180  -0.078
C  2.667  -0.946  -0.174
H  -2.348  -1.200  0.750
C  -1.378  1.468  0.107
C  0.010  1.206  0.002
H  3.158  -1.839  0.036
C  1.928  -0.042  0.018
H  -2.115  2.129  0.107

Results
Charge   +1
M   92.12 g/mol
HOMO level   -13.6 eV
Energy above the lowest of the compared OMol25 structures with the same formula, charge and spin   379.1 kJ/mol
Orbital gap   8.09 eV

(8)
This record from the OMol25 dataset describes a structure of composition C21H22N6O3PRu. The level of theory is ωB97M-V/def2-TZVPD.

Positions of all 54 atoms, in Å:
P  1.023  -0.214  0.158
H  -1.229  -0.671  1.947
C  -1.612  -0.376  -4.216
C  -0.386  -0.993  3.885
C  0.922  -0.516  1.921
N  -1.001  0.512  -2.284
H  2.920  -0.961  4.617
C  -2.242  0.066  -2.158
C  -0.061  -3.998  -0.886
O  0.334  2.504  1.032
H  -2.581  1.654  2.005
H  -5.066  0.594  1.460
H  -0.329  -2.739  0.822
C  0.094  -2.819  -0.171
C  1.255  -3.092  -2.686
H  2.007  -1.115  -2.417
C  2.013  -0.885  4.034
N  1.322  4.310  0.049
O  3.458  1.414  -2.292
O  1.397  1.954  -1.642
H  -1.347  -1.154  4.355
H  3.435  -0.317  -0.356
C  2.574  1.301  -1.501
C  0.779  -1.072  4.637
C  2.090  -0.607  2.677
N  -2.140  0.961  0.021
C  -0.595  0.255  -3.569
C  0.831  -1.769  -0.718
H  -1.698  -0.739  -5.225
H  -3.538  -0.909  -3.508
H  2.947  1.118  0.572
H  0.404  -5.061  -2.687
H  -0.618  -4.818  -0.453
N  -4.112  0.112  -0.406
H  -4.875  -0.343  -0.880
C  1.408  -1.909  -1.984
H  1.702  5.240  0.117
H  0.382  3.805  3.076
N  -2.643  -0.487  -3.313
H  0.377  0.550  -3.924
N  0.773  4.297  2.291
H  3.062  -0.481  2.220
H  1.726  -3.205  -3.653
H  1.459  3.797  -0.812
C  -0.318  -0.716  2.530
H  0.723  -1.289  5.696
C  -2.876  0.324  -0.882
C  2.668  0.446  -0.246
H  1.167  5.210  2.441
C  0.802  3.690  1.107
C  -4.170  0.637  0.865
Ru  -0.194  1.480  -0.648
C  0.516  -4.134  -2.139
C  -2.940  1.159  1.120

Results
Charge   +2
⟨S²⟩   0.756
Multiplicity   2
M   538.49 g/mol
HOMO level (alpha / beta)   -14.7 / -14.7 eV
Energy above the lowest of the compared OMol25 structures with the same formula, charge and spin   3.8 kJ/mol
Orbital gap (alpha / beta)   8.13 / 7.54 eV